# 1
{
  "formula": "C33H25N5O4ReS",
  "method": "the ωB97M-V functional and the def2-TZVPD basis",
  "multiplicity": 4,
  "homo_energy_ha": [-0.2689, -0.2838],
  "species": ["Re", "O", "C", "C", "C", "C", "C", "C", "C", "O", "N", "N", "C", "C", "C", "C", "C", "C", "N", "H", "H", "H", "H", "H", "H", "H", "H", "H", "H", "O", "C", "C", "C", "C", "C", "C", "C", "N", "N", "C", "O", "C", "C", "C", "C", "C", "C", "H", "H", "H", "H", "H", "H", "H", "H", "H", "H", "S", "C", "C", "C", "C", "C", "C", "H", "H", "H", "H", "H"],
  "coordinates": [[0.13986, -0.35666, 0.21937], [0.17559, 3.26651, 4.46608], [0.71815, 4.00371, 3.48388], [0.95075, 5.35970, 3.71856], [1.47386, 6.17142, 2.73440], [1.81081, 5.65076, 1.49038], [1.62294, 4.30837, 1.25494], [1.07526, 3.47446, 2.23338], [0.96229, 2.05586, 1.88312], [1.53861, 1.60724, 0.88191], [0.28047, 1.24868, 2.74501], [0.11030, 0.03626, 2.30475], [-0.12949, -0.97005, 3.09987], [-0.07229, -2.25620, 2.49587], [-0.27221, -3.45144, 3.19753], [-0.10905, -4.65546, 2.55187], [0.27153, -4.64541, 1.21137], [0.44248, -3.43619, 0.57248], [0.26361, -2.26075, 1.17367], [0.05534, 2.35050, 4.13234], [0.70638, 5.75029, 4.69325], [1.62139, 7.22105, 2.94273], [2.22056, 6.28842, 0.72196], [1.88746, 3.85901, 0.30870], [-0.24476, -0.83403, 4.16711], [-0.57140, -3.39557, 4.23168], [-0.25637, -5.58760, 3.07119], [0.42839, -5.56358, 0.67233], [0.74623, -3.39275, -0.46417], [2.28761, -1.02182, -0.10829], [2.76316, -1.60667, -1.13665], [3.90890, -2.43845, -1.00006], [4.51385, -3.01864, -2.07974], [4.02306, -2.81508, -3.37376], [2.91002, -2.03867, -3.54991], [2.24351, -1.44317, -2.46622], [1.17597, -0.56314, -2.75581], [0.33513, -0.02854, -1.91689], [-0.37338, 0.98675, -2.43522], [-0.89431, 1.78922, -1.53519], [-0.74127, 1.57560, -0.29185], [-1.60747, 2.97835, -2.02830], [-1.74462, 3.16058, -3.40415], [-2.46145, 4.23414, -3.89218], [-3.03386, 5.14389, -3.01619], [-2.85271, 4.99557, -1.64977], [-2.13754, 3.92089, -1.15017], [4.29298, -2.59259, -0.00378], [5.38351, -3.64077, -1.93157], [4.51717, -3.27383, -4.21505], [2.50719, -1.87270, -4.53802], [1.09425, -0.22494, -3.78789], [-1.28569, 2.44224, -4.06400], [-2.57530, 4.36543, -4.95739], [-3.61623, 5.96876, -3.40065], [-3.27111, 5.72344, -0.97035], [-1.98986, 3.80143, -0.08575], [-2.26405, -0.78737, 0.06879], [-2.43638, -2.54602, 0.00216], [-2.05656, -3.25817, -1.13146], [-2.21916, -4.63141, -1.16344], [-2.75524, -5.29871, -0.07380], [-3.14925, -4.58565, 1.04600], [-3.00240, -3.21234, 1.08306], [-1.64283, -2.72729, -1.97798], [-1.92766, -5.19004, -2.04080], [-2.87461, -6.37172, -0.09878], [-3.57517, -5.10452, 1.89155], [-3.31487, -2.64062, 1.94390]],
  "atomic_forces_ev_per_a": [[-0.111, 1.414, -1.358], [-0.020, 0.097, 0.183], [0.072, 0.008, -0.301], [-0.109, -0.071, 0.161], [-0.028, -0.094, 0.110], [0.035, 0.049, -0.135], [-0.047, 0.067, 0.076], [0.076, 0.066, 0.014], [0.177, -0.422, 0.083], [-0.128, -0.594, -0.373], [-0.378, 1.135, 0.906], [0.153, -1.306, -0.219], [0.034, 0.981, 0.026], [-0.018, -0.868, -0.514], [0.032, 0.561, -0.145], [0.233, 0.184, -0.471], [0.000, -0.013, 0.385], [0.139, -0.068, -0.356], [-0.186, -0.152, 0.705], [0.026, 0.018, -0.065], [-0.077, 0.077, 0.118], [0.034, 0.085, 0.014], [0.026, 0.045, -0.056], [0.016, 0.006, -0.026], [0.026, 0.091, -0.010], [0.031, -0.013, 0.136], [-0.061, -0.123, 0.084], [0.026, -0.064, -0.116], [-0.007, -0.009, -0.056], [-1.620, 0.880, 1.029], [0.391, -0.458, -1.181], [-0.146, 0.117, 0.180], [-0.101, 0.030, -0.007], [-0.008, -0.093, -0.228], [0.059, -0.125, 0.023], [0.329, -0.365, 0.764], [-0.294, 0.283, 0.062], [0.912, -1.184, 1.216], [-1.291, 1.466, -0.764], [0.791, -1.076, -1.423], [0.439, -1.012, 1.631], [-0.167, 0.288, -0.033], [-0.051, -0.035, 0.132], [-0.008, 0.037, -0.033], [0.011, 0.024, 0.066], [-0.045, 0.119, -0.006], [0.086, -0.278, -0.032], [0.043, 0.057, 0.146], [0.111, -0.065, 0.030], [0.024, -0.018, -0.121], [0.008, 0.022, -0.174], [-0.173, 0.071, 0.109], [-0.031, -0.041, -0.082], [-0.024, 0.001, -0.113], [-0.005, 0.091, -0.005], [-0.043, 0.040, 0.066], [-0.016, -0.054, 0.038], [1.090, 0.431, 0.108], [-0.028, 0.190, -0.015], [-0.088, -0.029, 0.017], [-0.018, -0.142, -0.106], [-0.037, -0.070, -0.033], [-0.095, -0.135, 0.005], [0.073, 0.044, -0.089], [0.026, 0.042, -0.055], [0.037, -0.025, -0.104], [-0.015, -0.096, -0.025], [-0.068, -0.052, 0.103], [-0.021, 0.034, 0.109]]
}

***

# 2
{
  "formula": "C6H8N",
  "method": "the ωB97M-V functional and the def2-TZVPD basis",
  "multiplicity": 1,
  "homo_energy_ha": -0.5424,
  "charge": 1,
  "species": ["C", "C", "C", "C", "C", "C", "N", "H", "H", "H", "H", "H", "H", "H", "H"],
  "coordinates": [[-2.27883, 1.23410, 1.11152], [-1.86325, 0.92756, -0.04199], [1.82990, -1.34045, -0.67771], [0.77265, -0.92189, -0.00503], [-0.70647, 0.78550, 1.31326], [0.25363, 0.38867, 0.09299], [-1.00951, 0.33308, -0.96167], [2.35180, -2.26774, -0.64474], [2.22758, -0.64410, -1.42208], [0.44070, -1.65727, 0.72048], [-0.34731, 1.78460, 1.53935], [-0.70273, 0.10684, 2.17484], [0.89542, 1.32590, -0.22669], [-1.03748, -0.75205, -1.07336], [-0.82607, 0.69724, -1.89916]],
  "atomic_forces_ev_per_a": [[-0.926, -0.259, -1.143], [-0.471, -0.364, 0.402], [0.406, 1.995, -1.798], [1.945, -3.090, 2.099], [2.056, 1.411, 0.867], [-1.546, 3.417, -1.546], [1.087, -2.563, -1.002], [-0.277, -0.788, 0.313], [0.362, -0.109, 0.234], [-0.642, 0.177, 0.230], [0.307, -0.329, 1.013], [0.041, 0.039, -0.511], [-1.118, -2.203, 0.556], [-0.907, 2.064, 0.065], [-0.318, 0.603, 0.220]]
}

***

# 3
{
  "formula": "C5H4N2O",
  "method": "the ωB97M-V functional and the def2-TZVPD basis",
  "multiplicity": 1,
  "homo_energy_ha": -0.3448,
  "species": ["C", "C", "C", "C", "C", "H", "H", "H", "H", "N", "N", "O"],
  "coordinates": [[-1.67555, -0.56162, 0.02424], [-1.19079, 0.98390, 0.03806], [0.10000, 0.46430, 0.01975], [1.33796, -1.50470, 0.15064], [-0.10994, -0.91144, -0.11789], [-1.59244, 1.86338, -0.72156], [-1.31343, 1.60001, 0.93466], [1.92429, 1.45362, 0.01280], [1.53891, -2.54407, 0.05765], [1.43333, 0.64002, -0.12485], [2.25611, -0.49892, -0.14240], [-2.70845, -0.98448, -0.13110]],
  "atomic_forces_ev_per_a": [[6.118, 3.202, -0.391], [-3.582, 4.434, -0.296], [5.140, -4.052, -2.651], [-1.785, 3.275, -3.489], [1.682, 0.318, 3.096], [1.096, -2.709, 0.989], [-0.659, -0.674, 0.596], [1.177, 2.212, 0.093], [0.654, -0.497, 0.218], [-0.143, -0.930, -0.050], [-4.617, -1.656, 2.200], [-5.080, -2.922, -0.314]]
}

***

Max |F| across the listed records, respectively: 2.11 4.21 7.06 eV Å⁻¹.
Energy above the lowest of the compared OMol25 structures with the same formula, charge and spin across the listed records, respectively: 1.147 8.437 3.880 eV.